C6H16F6N3O5P | ωB97M-V/def2-TZVPD

Structure (ORCA input):
```
! RIJCOSX wB97M-V def2-TZVPD def2/J DEFGRID3
* xyz 0 1
C 11.31 -24.32 -25.31
C 11.44 -24.17 -23.86
O 12.39 -24.20 -23.19
N 10.16 -23.80 -23.19
H 9.35 -24.15 -23.76
H 10.19 -24.31 -22.30
C 10.13 -22.35 -22.91
H 12.22 -24.09 -25.86
H 10.50 -23.65 -25.64
H 10.98 -25.32 -25.62
H 10.06 -21.81 -23.85
H 11.04 -22.14 -22.36
H 9.26 -22.12 -22.31
C 3.53 -24.18 -25.12
C 3.83 -24.74 -23.76
O 3.46 -24.36 -22.75
N 4.75 -25.93 -23.71
H 5.68 -25.75 -24.16
H 4.84 -26.22 -22.73
C 4.33 -27.11 -24.48
H 3.02 -24.90 -25.76
H 4.52 -23.95 -25.54
H 2.96 -23.30 -24.83
H 4.84 -27.96 -24.03
H 4.54 -26.97 -25.53
H 3.25 -27.25 -24.41
P 5.90 -20.87 -23.99
F 5.41 -22.17 -23.11
F 7.14 -21.79 -24.57
F 4.91 -21.37 -25.18
F 6.36 -19.65 -24.92
F 4.77 -19.95 -23.32
F 6.91 -20.39 -22.80
N 7.81 -25.55 -25.43
O 8.78 -26.19 -25.86
O 6.64 -25.61 -25.96
O 7.96 -24.82 -24.41
*
```

Output
**DFT total energy**: -46784.43116 eV
**Kohn-Sham gap**: 9.86 eV
**E_HOMO**: -0.3722 Eh
**E_LUMO**: -0.263 eV